{
  "formula": "C84H168NO26Rb",
  "method": "wB97M-V/def2-TZVPD",
  "e_tot_ev": -145209.2165,
  "max_force_ev_per_a": 4.5,
  "symbols": ["Rb", "C", "C", "C", "C", "C", "C", "N", "O", "C", "C", "C", "H", "H", "H", "H", "H", "H", "H", "H", "H", "H", "H", "H", "H", "H", "H", "H", "H", "H", "C", "C", "O", "C", "H", "H", "H", "H", "H", "H", "C", "C", "O", "C", "H", "H", "H", "H", "H", "H", "C", "C", "O", "C", "H", "H", "H", "H", "H", "H", "C", "C", "O", "C", "H", "H", "H", "H", "H", "H", "C", "C", "O", "C", "H", "H", "H", "H", "H", "H", "C", "C", "O", "C", "H", "H", "H", "H", "H", "H", "C", "C", "O", "C", "H", "H", "H", "H", "H", "H", "C", "C", "O", "C", "H", "H", "H", "H", "H", "H", "C", "C", "O", "C", "H", "H", "H", "H", "H", "H", "C", "C", "O", "C", "H", "H", "H", "H", "H", "H", "C", "C", "O", "C", "H", "H", "H", "H", "H", "H", "C", "C", "O", "C", "H", "H", "H", "H", "H", "H", "C", "C", "O", "C", "H", "H", "H", "H", "H", "H", "C", "C", "O", "C", "H", "H", "H", "H", "H", "H", "C", "C", "O", "C", "H", "H", "H", "H", "H", "H", "C", "C", "O", "C", "H", "H", "H", "H", "H", "H", "C", "C", "O", "C", "H", "H", "H", "H", "H", "H", "C", "C", "O", "C", "H", "H", "H", "H", "H", "H", "C", "C", "O", "C", "H", "H", "H", "H", "H", "H", "C", "C", "O", "C", "H", "H", "H", "H", "H", "H", "C", "C", "O", "C", "H", "H", "H", "H", "H", "H", "C", "C", "O", "C", "H", "H", "H", "H", "H", "H", "C", "C", "O", "C", "H", "H", "H", "H", "H", "H", "C", "C", "O", "C", "H", "H", "H", "H", "H", "H", "C", "C", "O", "C", "H", "H", "H", "H", "H", "H"],
  "coordinates": [[-12.481, 27.971, -24.173], [-17.235, 25.556, -23.585], [-15.867, 26.199, -23.188], [-15.747, 26.191, -21.625], [-15.322, 24.909, -20.939], [-14.101, 24.343, -21.579], [-14.209, 24.222, -23.128], [-14.629, 25.503, -23.738], [-14.387, 25.672, -25.155], [-15.210, 23.042, -23.412], [-12.781, 23.764, -23.638], [-15.824, 27.739, -23.525], [-17.206, 25.106, -24.577], [-18.066, 26.261, -23.585], [-17.511, 24.744, -22.911], [-16.753, 26.357, -21.240], [-15.089, 26.978, -21.255], [-16.129, 24.192, -21.088], [-15.261, 24.882, -19.851], [-13.882, 23.368, -21.143], [-13.229, 24.894, -21.225], [-14.797, 22.043, -23.274], [-15.313, 23.028, -24.497], [-16.200, 23.149, -22.970], [-11.971, 24.421, -23.322], [-12.855, 23.688, -24.723], [-12.604, 22.738, -23.316], [-15.963, 27.845, -24.601], [-14.862, 28.199, -23.300], [-16.557, 28.353, -23.003], [-15.686, 20.499, -17.887], [-15.729, 20.508, -19.422], [-16.364, 21.426, -19.912], [-15.034, 19.456, -20.266], [-15.775, 21.499, -17.464], [-14.705, 20.094, -17.636], [-16.490, 19.954, -17.393], [-13.974, 19.364, -20.033], [-15.062, 19.726, -21.322], [-15.512, 18.485, -20.138], [-18.602, 24.946, -18.853], [-18.300, 25.172, -17.409], [-17.170, 24.999, -16.975], [-19.421, 25.500, -16.447], [-17.891, 24.206, -19.219], [-18.518, 25.918, -19.338], [-19.642, 24.678, -19.041], [-19.989, 24.583, -16.289], [-20.061, 26.272, -16.875], [-19.068, 25.850, -15.476], [-15.168, 23.831, -27.831], [-14.175, 23.468, -28.924], [-14.636, 22.848, -29.866], [-12.701, 23.797, -28.754], [-14.918, 23.540, -26.811], [-16.191, 23.525, -28.049], [-15.306, 24.909, -27.754], [-12.052, 23.130, -29.321], [-12.513, 23.882, -27.684], [-12.461, 24.711, -29.297], [-10.006, 26.182, -21.200], [-11.236, 26.952, -20.736], [-11.752, 27.861, -21.350], [-11.684, 26.625, -19.323], [-10.279, 25.153, -21.432], [-9.243, 26.167, -20.422], [-9.470, 26.509, -22.091], [-10.920, 26.206, -18.669], [-12.602, 26.039, -19.281], [-12.006, 27.506, -18.769], [-15.956, 31.502, -23.131], [-14.823, 31.417, -24.131], [-13.803, 30.786, -23.915], [-15.001, 32.158, -25.417], [-16.830, 31.172, -23.692], [-16.050, 32.544, -22.826], [-15.748, 30.801, -22.323], [-15.168, 33.203, -25.156], [-15.850, 31.738, -25.956], [-14.147, 32.011, -26.079], [-22.783, 26.833, -23.988], [-22.665, 28.283, -23.494], [-22.664, 29.195, -24.305], [-22.453, 28.457, -22.020], [-21.812, 26.386, -23.775], [-22.962, 26.846, -25.063], [-23.492, 26.222, -23.429], [-22.703, 29.501, -21.831], [-21.435, 28.303, -21.661], [-23.123, 27.778, -21.493], [-22.750, 21.694, -25.314], [-22.906, 23.125, -24.823], [-22.050, 23.799, -24.196], [-24.235, 23.836, -25.208], [-22.955, 21.601, -26.380], [-23.404, 20.980, -24.813], [-21.710, 21.383, -25.209], [-24.671, 23.343, -26.077], [-24.133, 24.915, -25.329], [-24.984, 23.722, -24.425], [-9.513, 21.415, -18.733], [-10.193, 22.672, -18.998], [-9.632, 23.733, -18.660], [-11.376, 22.627, -19.912], [-9.304, 20.906, -19.674], [-10.069, 20.813, -18.014], [-8.559, 21.662, -18.269], [-12.238, 23.139, -19.486], [-11.727, 21.609, -20.084], [-11.269, 22.998, -20.932], [-10.489, 24.627, -26.309], [-9.581, 25.286, -25.326], [-10.088, 26.176, -24.628], [-8.034, 24.940, -25.260], [-10.093, 24.798, -27.310], [-11.519, 24.981, -26.280], [-10.520, 23.543, -26.204], [-7.946, 23.864, -25.113], [-7.575, 25.387, -24.379], [-7.513, 25.287, -26.152], [-18.992, 21.748, -23.877], [-17.767, 21.062, -24.539], [-17.449, 21.326, -25.705], [-16.910, 20.144, -23.655], [-19.744, 21.016, -23.581], [-19.464, 22.448, -24.566], [-18.722, 22.279, -22.964], [-16.618, 20.755, -22.802], [-16.005, 19.785, -24.145], [-17.357, 19.206, -23.323], [-13.232, 27.261, -27.915], [-13.673, 28.640, -27.533], [-12.861, 29.426, -27.006], [-15.051, 29.090, -27.850], [-13.845, 26.492, -27.446], [-12.230, 27.031, -27.553], [-13.133, 27.177, -28.998], [-15.706, 28.232, -27.699], [-15.050, 29.285, -28.922], [-15.473, 29.948, -27.327], [-19.347, 31.048, -20.242], [-19.268, 29.508, -20.142], [-18.681, 28.854, -21.052], [-20.054, 28.723, -19.034], [-18.856, 31.511, -19.385], [-20.402, 31.306, -20.154], [-18.917, 31.456, -21.156], [-19.770, 27.670, -19.036], [-21.093, 28.810, -19.352], [-19.949, 29.191, -18.055], [-21.031, 23.335, -27.932], [-19.954, 24.396, -27.838], [-20.127, 25.427, -28.503], [-18.780, 24.239, -26.947], [-20.796, 22.669, -27.102], [-20.953, 22.789, -28.873], [-22.030, 23.728, -27.745], [-17.934, 24.809, -27.331], [-18.448, 23.213, -26.790], [-19.027, 24.739, -26.010], [-14.273, 23.677, -17.563], [-13.156, 23.419, -16.549], [-12.711, 22.283, -16.442], [-12.811, 24.538, -15.558], [-15.163, 23.749, -16.938], [-14.350, 22.898, -18.321], [-14.111, 24.636, -18.055], [-13.644, 25.237, -15.623], [-11.942, 25.102, -15.897], [-12.608, 24.108, -14.576], [-18.774, 29.487, -24.661], [-18.853, 30.116, -26.015], [-18.197, 31.064, -26.347], [-19.699, 29.393, -27.051], [-18.948, 30.133, -23.800], [-17.775, 29.068, -24.542], [-19.403, 28.599, -24.589], [-19.782, 29.979, -27.966], [-20.702, 29.112, -26.731], [-19.236, 28.456, -27.358], [-19.308, 20.365, -20.052], [-19.065, 18.957, -19.535], [-18.626, 18.714, -18.427], [-19.415, 17.815, -20.493], [-20.363, 20.553, -20.255], [-18.796, 20.540, -20.999], [-18.877, 21.074, -19.345], [-18.953, 16.868, -20.217], [-18.960, 18.017, -21.463], [-20.490, 17.669, -20.604], [-15.888, 27.693, -18.393], [-14.967, 28.850, -18.717], [-13.852, 29.041, -18.143], [-15.567, 29.672, -19.893], [-16.671, 28.082, -17.743], [-15.328, 26.925, -17.858], [-16.304, 27.227, -19.286], [-16.375, 30.315, -19.541], [-15.862, 28.939, -20.644], [-14.793, 30.330, -20.288], [-21.815, 23.462, -20.715], [-21.450, 24.879, -20.905], [-22.162, 25.792, -20.529], [-20.174, 25.181, -21.622], [-22.696, 23.200, -20.128], [-20.967, 22.929, -20.286], [-21.939, 23.010, -21.699], [-19.854, 26.207, -21.440], [-20.362, 25.078, -22.691], [-19.362, 24.515, -21.332], [-16.850, 14.884, -23.588], [-16.213, 16.217, -23.152], [-16.646, 16.936, -22.259], [-14.996, 16.598, -23.967], [-17.814, 15.054, -24.068], [-16.933, 14.242, -22.711], [-16.237, 14.399, -24.348], [-14.083, 16.177, -23.547], [-14.895, 17.655, -24.213], [-14.952, 15.988, -24.869], [-17.188, 26.422, -29.777], [-16.322, 26.590, -31.002], [-15.476, 27.481, -31.016], [-16.506, 25.592, -32.161], [-18.074, 25.813, -29.954], [-17.444, 27.411, -29.396], [-16.698, 25.795, -29.032], [-15.906, 25.852, -33.033], [-17.562, 25.624, -32.429], [-16.205, 24.619, -31.772], [-11.531, 20.978, -26.480], [-12.789, 20.170, -26.283], [-12.738, 19.144, -25.596], [-14.096, 20.735, -26.807], [-10.959, 20.971, -25.552], [-11.779, 21.979, -26.832], [-10.905, 20.529, -27.251], [-14.969, 20.090, -26.705], [-14.008, 20.924, -27.877], [-14.223, 21.681, -26.280], [-7.253, 21.537, -22.203], [-8.391, 22.426, -22.555], [-8.438, 23.573, -22.199], [-9.533, 21.788, -23.385], [-6.478, 21.472, -22.967], [-7.538, 20.559, -21.818], [-6.770, 22.062, -21.379], [-10.302, 22.516, -23.645], [-9.894, 20.846, -22.972], [-9.040, 21.634, -24.345], [-10.671, 17.500, -22.812], [-11.487, 18.298, -21.817], [-11.492, 18.080, -20.606], [-12.347, 19.434, -22.333], [-9.845, 16.910, -22.415], [-10.409, 18.032, -23.726], [-11.243, 16.720, -23.313], [-11.961, 19.976, -23.196], [-12.452, 20.198, -21.563], [-13.302, 19.095, -22.734], [-16.689, 20.315, -31.292], [-16.228, 20.019, -29.850], [-15.277, 19.300, -29.561], [-17.039, 20.770, -28.816], [-16.458, 21.375, -31.401], [-17.758, 20.188, -31.468], [-16.163, 19.782, -32.083], [-16.815, 21.836, -28.771], [-16.810, 20.325, -27.848], [-18.103, 20.765, -29.054], [-12.834, 33.402, -22.128], [-13.064, 32.583, -20.838], [-13.800, 32.954, -19.956], [-12.441, 31.207, -20.895], [-12.333, 32.802, -22.888], [-12.122, 34.195, -21.900], [-13.751, 33.922, -22.405], [-12.650, 30.675, -19.967], [-11.365, 31.261, -21.059], [-12.834, 30.517, -21.642]],
  "mulliken_charge": [0.91, -0.23, 1.78, 0.28, 0.83, 0.50, 2.00, 0.53, -0.09, -0.06, -0.15, -0.55, -0.51, 0.45, -0.70, -0.35, -0.02, -1.30, -0.22, -0.02, -1.03, 0.18, -0.59, -0.44, 0.04, -0.46, -0.28, 0.63, -1.05, -0.35, -1.19, 0.74, -0.28, -0.62, 0.12, 0.42, 0.26, 0.55, -0.44, 0.38, 1.47, 0.04, -0.45, -1.49, -0.59, -0.77, 0.53, 0.36, 0.31, 0.37, 3.28, 0.38, -0.61, -0.66, -0.78, -1.18, -1.08, 0.54, -0.55, 0.45, -0.58, 0.34, -0.32, -0.55, -0.22, 0.57, 0.31, 0.40, -0.33, 0.47, 0.04, 0.72, -0.38, -1.58, 0.01, 0.76, -0.48, 0.44, 0.15, 0.35, -0.42, 0.30, -0.63, -0.62, -0.18, 0.39, 0.46, 0.47, -0.22, 0.43, -1.19, 0.92, -0.22, -1.39, 0.43, 0.41, 0.01, 0.42, 0.25, 0.41, -1.31, 0.74, -0.64, 1.27, 0.20, 0.30, 0.41, -0.78, -0.16, -0.19, 0.93, 0.04, -0.27, -1.33, 0.71, -0.79, -0.29, 0.24, 0.31, 0.43, 0.15, 0.22, -0.24, 0.74, 0.62, -0.28, -0.61, -0.97, -0.50, 0.73, -0.32, 0.29, -0.67, -0.21, -0.15, 0.29, 0.62, -0.14, 0.49, -0.21, -1.61, 0.71, 0.26, -0.51, 0.39, 0.48, 0.15, -0.51, 0.45, 0.50, -0.77, 0.25, -0.61, 1.09, -0.06, 0.35, 0.32, -0.49, -0.08, 0.11, 0.22, 0.67, -0.60, -1.28, 1.15, -0.72, -0.42, 0.32, 0.24, 0.40, 0.90, 0.62, -0.60, -1.03, 0.15, -0.69, -0.03, 0.39, 0.29, 0.09, -0.19, 0.69, -0.59, -1.07, 0.58, -0.27, 0.04, 0.31, 0.13, 0.43, 0.38, -0.02, -0.70, 1.72, 0.59, -0.12, -0.53, 0.32, -0.55, -1.16, -0.80, 0.03, -0.62, 1.83, 0.49, -0.05, -0.07, -0.50, 0.01, -0.16, -1.29, 0.78, -0.43, -0.64, 0.30, 0.33, 0.38, 0.29, -0.09, 0.42, 0.27, 0.44, -0.59, -0.95, 0.37, 0.21, -0.43, 0.32, 0.38, 0.05, 1.21, -0.11, -0.61, 0.62, -0.53, -0.92, 0.50, 0.35, 0.28, -0.71, -1.67, 0.56, -0.40, -0.32, 0.36, 0.36, 0.43, -0.38, 0.35, 0.70, -1.29, 0.48, -0.60, 2.71, 0.41, 0.25, 0.28, -0.61, -1.20, -0.33, -1.07, 0.70, -0.56, -0.13, 0.08, 0.35, 0.35, -0.27, -0.07, 0.61, -1.08, 0.86, -0.61, -0.93, 0.15, 0.52, 0.23, 0.26, 0.52, 0.18]
}